{
  "formula": "C44H90Br30Cl20O16P4",
  "method": "the ωB97M-V functional and the def2-TZVPD basis",
  "e_homo_ev": -10.09,
  "e_tot_ha": -90724.2928,
  "multiplicity": 1,
  "lumo_ev": -0.919,
  "symbols": ["C", "C", "O", "P", "O", "O", "C", "C", "O", "C", "C", "H", "H", "H", "H", "H", "H", "H", "H", "H", "H", "H", "H", "H", "H", "H", "C", "C", "O", "P", "O", "O", "C", "C", "O", "C", "C", "H", "H", "H", "H", "H", "H", "H", "H", "H", "H", "H", "H", "H", "H", "H", "C", "C", "O", "P", "O", "O", "C", "C", "O", "C", "C", "H", "H", "H", "H", "H", "H", "H", "H", "H", "H", "H", "H", "H", "H", "H", "C", "C", "O", "P", "O", "O", "C", "C", "O", "C", "C", "H", "H", "H", "H", "H", "H", "H", "H", "H", "H", "H", "H", "H", "H", "H", "C", "Cl", "Cl", "H", "H", "C", "Cl", "Cl", "H", "H", "C", "Cl", "Cl", "H", "H", "C", "Cl", "Cl", "H", "H", "C", "Cl", "Cl", "H", "H", "C", "Cl", "Cl", "H", "H", "C", "Cl", "Cl", "H", "H", "C", "Cl", "Cl", "H", "H", "C", "Cl", "Cl", "H", "H", "C", "Cl", "Cl", "H", "H", "C", "Br", "Br", "Br", "H", "C", "Br", "Br", "Br", "H", "C", "Br", "Br", "Br", "H", "C", "Br", "Br", "Br", "H", "C", "Br", "Br", "Br", "H", "C", "Br", "Br", "Br", "H", "C", "Br", "Br", "Br", "H", "C", "Br", "Br", "Br", "H", "C", "Br", "Br", "Br", "H", "C", "Br", "Br", "Br", "H"],
  "positions_angstrom": [[-6.9459, -3.8367, 7.1929], [-7.8401, -2.5851, 6.8986], [-6.9571, -1.4364, 6.8282], [-7.5376, -0.0468, 6.2553], [-9.0170, 0.1001, 6.2695], [-6.7096, 0.8952, 7.2015], [-7.4626, 2.0203, 7.7053], [-6.7326, 2.6675, 8.8246], [-6.9065, 0.0984, 4.8070], [-5.4294, 0.0295, 4.5960], [-5.2872, -0.8197, 3.3458], [-6.2496, -4.0417, 6.3297], [-6.3834, -3.6038, 8.1192], [-7.5183, -4.7368, 7.4049], [-8.4754, -2.6403, 5.9637], [-8.5014, -2.3604, 7.7406], [-7.5934, 2.7482, 6.8789], [-8.4462, 1.6476, 7.9861], [-6.8383, 2.0355, 9.7249], [-5.6645, 2.8346, 8.7012], [-7.1897, 3.6262, 9.0482], [-5.0723, 1.0585, 4.5982], [-4.8851, -0.4933, 5.4233], [-6.0113, -1.6105, 3.4414], [-5.4115, -0.2770, 2.3449], [-4.3077, -1.2372, 3.2854], [0.6426, -4.4991, -4.3420], [0.1577, -5.5163, -5.3213], [0.2650, -4.8191, -6.6313], [-0.8361, -3.7924, -7.0523], [-2.1719, -4.1111, -6.5046], [-0.4571, -2.2790, -6.6844], [0.8700, -1.7711, -6.7158], [0.9276, -0.4891, -5.8620], [-0.7463, -3.9495, -8.6351], [-1.1056, -5.2492, -9.1538], [-1.1986, -5.2392, -10.6463], [-0.0493, -3.6817, -4.2860], [0.7572, -4.9363, -3.3718], [1.6109, -4.0956, -4.6167], [0.7373, -6.3498, -5.3713], [-0.9120, -5.6937, -5.1262], [1.5669, -2.4318, -6.2222], [1.1865, -1.6881, -7.7175], [0.6512, -0.7031, -4.8468], [2.0322, -0.2754, -5.9351], [0.3154, 0.3460, -6.2524], [-0.3598, -6.0046, -8.7969], [-2.0477, -5.4471, -8.6627], [-0.2167, -5.5940, -11.0730], [-1.9208, -6.0087, -10.8491], [-1.5199, -4.2718, -11.0713], [0.9084, 2.8004, -1.9267], [1.6277, 1.5156, -2.3461], [1.6181, 0.5218, -1.2304], [0.9474, -0.8923, -1.3329], [0.3123, -1.1734, -2.6655], [2.1894, -1.7679, -0.9362], [1.9981, -3.3203, -0.9363], [3.3495, -3.9339, -1.1727], [0.0595, -1.0537, -0.0603], [-1.2308, -0.5403, 0.0912], [-1.9665, -1.2748, 1.2481], [-0.1966, 2.6627, -2.0229], [1.1558, 3.1071, -0.8944], [1.1470, 3.6348, -2.5946], [1.2021, 1.0116, -3.2339], [2.6889, 1.7153, -2.4638], [1.6986, -3.5595, 0.0691], [1.2876, -3.5612, -1.7305], [3.6722, -3.6863, -2.2336], [4.0452, -3.4772, -0.4568], [3.3196, -5.0073, -1.1272], [-1.0767, 0.5127, 0.3213], [-1.6762, -0.5383, -0.9337], [-2.0865, -2.2772, 0.8733], [-1.2323, -1.1864, 2.0883], [-2.9067, -0.8174, 1.4826], [4.1976, 9.1719, -0.6166], [4.9672, 10.0863, 0.3433], [4.4664, 10.0431, 1.7467], [4.6529, 8.6488, 2.5183], [5.9062, 7.9365, 2.2958], [4.4887, 9.0546, 3.9948], [5.2517, 10.1928, 4.6167], [4.3686, 10.6800, 5.7347], [3.3881, 7.8475, 2.1663], [2.0684, 8.3918, 2.5415], [0.9875, 7.3817, 2.2107], [3.2255, 9.5855, -0.7569], [4.7355, 9.4858, -1.5603], [4.1955, 8.0923, -0.4571], [6.0310, 9.8506, 0.3495], [4.8002, 11.1015, -0.0405], [6.2153, 9.8237, 5.0005], [5.4352, 11.0898, 3.9299], [3.6481, 11.3751, 5.3866], [3.8510, 9.8333, 6.2443], [4.8452, 11.1742, 6.6059], [2.2100, 8.7275, 3.5497], [2.0736, 9.2592, 1.8729], [0.0102, 7.8312, 2.2679], [1.2765, 6.9846, 1.1826], [1.0400, 6.5317, 2.9314], [-2.4130, 0.6966, -3.9402], [-3.5437, 0.0675, -5.0796], [-1.9562, 2.2945, -4.4105], [-2.7968, 0.7708, -2.9366], [-1.5102, 0.0146, -3.8898], [6.0938, -6.0951, 1.0189], [5.3059, -7.5205, 0.2611], [7.7771, -6.6085, 1.2744], [6.0592, -5.2348, 0.3588], [5.6021, -5.9625, 1.9934], [0.7255, -4.8534, 6.1608], [-0.7251, -4.1871, 5.3231], [0.7438, -6.6008, 6.4574], [1.5695, -4.6820, 5.4985], [0.8913, -4.3756, 7.1690], [5.1283, 4.9680, 0.3641], [5.7855, 5.1801, -1.3126], [3.3484, 4.7623, 0.2274], [5.5250, 4.0531, 0.7919], [5.2843, 5.8997, 0.9281], [0.7964, 3.6500, -6.3647], [2.5152, 3.6331, -6.0400], [-0.1023, 5.0849, -5.6216], [0.7315, 3.8024, -7.4213], [0.3634, 2.7477, -5.9884], [-1.3575, -0.6324, -8.9948], [-2.2728, 0.7128, -9.5633], [-0.0323, -1.0773, -10.0646], [-0.9714, -0.4682, -8.0137], [-2.0442, -1.4171, -8.8662], [-6.7223, -5.6367, 1.2104], [-6.2059, -4.2022, 2.0721], [-7.8210, -5.1746, -0.1453], [-5.9163, -6.2464, 0.7679], [-7.3052, -6.2801, 1.8768], [2.4643, -6.3583, 2.3098], [2.3945, -7.5155, 3.6757], [2.6854, -4.7048, 2.8957], [3.2712, -6.7316, 1.6762], [1.5358, -6.3236, 1.8275], [1.2319, 6.4522, -2.4792], [2.4357, 6.6273, -3.8283], [0.4050, 7.9666, -1.9541], [0.4426, 5.7347, -2.7889], [1.8225, 6.1046, -1.6246], [-3.3833, 5.7833, -1.3447], [-1.9901, 4.7945, -1.0350], [-4.6404, 5.6057, -0.0803], [-3.0982, 6.7871, -1.5063], [-3.8354, 5.4513, -2.2929], [5.4499, -5.6436, -4.2861], [3.9493, -6.8833, -4.1115], [6.4799, -5.2269, -2.5819], [5.2047, -4.1471, -5.4205], [6.3309, -6.2276, -4.6966], [-3.0229, 3.3612, 2.9039], [-2.5008, 1.5189, 3.1296], [-1.4011, 4.5045, 3.1073], [-4.5599, 3.9227, 3.8028], [-3.3016, 3.3795, 1.8609], [-0.3619, 0.9375, 6.7375], [0.4829, 2.0716, 8.0901], [-1.9041, -0.1188, 7.2825], [0.9147, -0.0599, 5.7177], [-0.7636, 1.6670, 6.0226], [5.6582, 0.3452, -3.2810], [3.9202, -0.1790, -4.0099], [6.3163, -1.0581, -2.0949], [5.6816, 2.0760, -2.5445], [6.3575, 0.4247, -4.1002], [2.1364, -8.6076, -1.0061], [2.2102, -9.9419, -2.4519], [2.2276, -9.5222, 0.6344], [0.6289, -7.4383, -1.1817], [3.0127, -7.9542, -0.9978], [7.6601, -2.9758, 1.5838], [8.9662, -2.0485, 2.6604], [8.2018, -3.3280, -0.2649], [6.0105, -2.1325, 1.6567], [7.5494, -3.8998, 2.1454], [-5.5463, 1.8119, -0.9813], [-6.0248, 2.4587, -2.6449], [-6.7577, 2.4924, 0.3973], [-3.7003, 2.0077, -0.6399], [-5.7050, 0.7277, -0.9875], [-2.8878, -3.0753, -1.6976], [-2.9327, -3.1784, -3.6620], [-2.2154, -4.5971, -0.7333], [-4.6257, -2.5489, -0.9549], [-2.2633, -2.2566, -1.4975], [-2.7570, -7.1002, 5.1391], [-3.2169, -8.2371, 6.5560], [-4.2481, -6.2266, 4.3480], [-1.5454, -7.9784, 3.8673], [-2.1257, -6.3333, 5.5151], [2.9937, 0.7254, 1.8924], [4.5976, 1.6838, 2.2607], [1.3391, 1.6427, 2.1692], [2.8737, -1.0695, 2.8142], [2.9263, 0.3981, 0.8803]]
}